{
  "formula": "C23H29ClFN3O",
  "method": "ωB97M-V with the def2-TZVPD basis set",
  "species": ["C", "H", "H", "H", "C", "C", "C", "H", "N", "C", "H", "C", "H", "C", "H", "H", "H", "Cl", "H", "H", "H", "H", "C", "H", "C", "H", "C", "H", "H", "O", "C", "N", "H", "C", "N", "H", "H", "H", "H", "H", "H", "C", "C", "H", "H", "C", "H", "H", "H", "C", "C", "C", "F", "C", "C", "C", "C", "C"],
  "positions_angstrom": [[3.0829, -1.0671, 0.8342], [-4.9185, -1.3422, 2.9579], [0.4459, -2.0172, -1.7457], [1.9602, 2.5413, -1.4828], [-2.5721, -1.4934, -0.1630], [-4.2621, -1.3867, 2.1023], [-1.6643, -1.7198, -1.3697], [-2.0023, -3.8843, -1.3738], [-3.5330, 0.6982, -0.8413], [-0.8930, 2.8888, 0.4530], [-1.9035, -3.3281, 0.7178], [3.3685, -1.4993, -1.8811], [-4.9438, 0.4590, 1.2680], [0.9946, 1.6315, 1.5657], [-1.5871, 3.7308, 0.5688], [-1.4794, -3.2218, -2.9182], [1.5439, 1.5372, 2.5046], [2.9635, -0.8756, 2.5493], [0.5816, 0.6350, 1.3167], [-0.4139, 3.3088, -1.6039], [0.1154, -0.9209, -0.4104], [-3.1343, -2.9651, -2.3618], [3.2199, 0.0464, 0.0074], [-1.0671, -0.9240, -3.2694], [-1.7122, -0.6297, -2.4427], [0.8217, 1.2426, -1.0636], [-4.2775, -0.3852, 1.1565], [-1.3568, 0.3248, -2.0682], [-2.7181, -0.5000, -2.8291], [-3.2095, 2.9247, -1.1145], [3.1993, 1.4769, 0.5096], [1.8992, 2.1163, 0.5466], [3.2057, -3.5802, -1.4162], [-3.4416, -0.4157, 0.0385], [-1.7042, 1.7415, 0.1017], [-3.3371, -3.2361, 2.6652], [-0.8301, 2.2693, 2.5238], [0.5418, 4.2182, -0.4231], [-0.0708, -2.6560, -0.1909], [-4.4516, 0.8687, -1.2284], [0.2842, 3.5783, 2.0976], [3.3723, -0.2232, -1.3510], [1.2331, 2.2150, -0.7376], [3.4961, -1.6311, -2.9437], [3.6137, 1.5102, 1.5201], [-2.5665, -2.4835, 0.8235], [-1.4636, 0.8383, 0.4751], [3.8341, 2.0816, -0.1448], [2.9719, -3.1916, 1.0120], [3.0754, -2.3605, 0.3328], [3.2113, -2.5748, -1.0260], [-0.1431, 2.6348, 1.7579], [3.5644, 0.8066, -2.2009], [-2.8364, 1.8750, -0.6329], [-3.3823, -2.4417, 1.9354], [-2.0967, -3.0338, -2.0426], [-0.2082, -1.8403, -0.8950], [0.1105, 3.2432, -0.6505]],
  "nbo_charge": [-0.003, 0.217, 0.214, 0.214, 0.063, -0.215, -0.090, 0.204, -0.662, -0.049, 0.208, -0.309, 0.217, -0.224, 0.227, 0.208, 0.213, 0.010, 0.153, 0.225, 0.206, 0.212, -0.171, 0.202, -0.593, 0.163, -0.202, 0.213, 0.217, -0.662, -0.231, -0.441, 0.223, 0.088, -0.662, 0.215, 0.211, 0.209, 0.206, 0.408, 0.217, 0.480, -0.236, 0.233, 0.219, -0.220, 0.405, 0.218, 0.230, -0.250, -0.180, -0.401, -0.334, 0.795, -0.206, -0.597, -0.606, -0.401],
  "max_force_ev_per_a": 0.53,
  "multiplicity": 1,
  "smiles": "CC(C)(C)c1ccccc1NC(=O)NC1CCN(Cc2c(F)cccc2Cl)CC1",
  "homo_energy_ev": -8.58,
  "e_above_lowest_kj_mol": 0.0,
  "energy_ev": -46081.07797
}

{
  "formula": "C23H29HfN5O4S",
  "method": "ωB97M-V with the def2-TZVPD basis set",
  "species": ["H", "H", "H", "H", "C", "C", "Hf", "O", "H", "C", "H", "O", "H", "H", "H", "N", "H", "N", "H", "C", "N", "C", "O", "H", "H", "H", "N", "C", "C", "C", "C", "H", "C", "C", "H", "C", "N", "H", "C", "C", "H", "C", "O", "C", "H", "H", "C", "H", "C", "C", "C", "H", "C", "C", "C", "H", "H", "H", "H", "H", "S", "H", "H"],
  "positions_angstrom": [[3.5306, 1.5838, -1.8529], [-4.3422, 2.5745, 1.7309], [1.6459, -0.4701, -2.2753], [-2.0014, -6.6145, -1.6487], [0.6019, 2.1084, 2.0283], [-2.9120, 0.1375, -0.9443], [0.0696, -0.1190, 0.0998], [-1.6352, -0.0003, -1.1442], [-3.6188, -0.2535, -2.9164], [1.4493, 2.9288, 2.9287], [-3.4498, -6.2753, 0.3516], [-0.5638, -1.5130, 1.4459], [-4.8430, -0.5090, -1.6500], [4.2356, -1.3952, 0.7055], [-3.1435, 2.1741, 2.9808], [2.1212, 0.0401, -1.5373], [-4.4703, 0.9900, 0.1965], [0.2502, 1.9499, -1.3609], [1.6898, 3.3756, -2.0679], [2.4826, 1.3736, -2.0679], [-1.2802, 1.4339, 1.0841], [-0.8872, -3.5294, -0.7276], [-2.7377, -1.7803, 1.8623], [-0.2114, 3.8098, 3.9457], [-2.8456, 3.5252, 1.9151], [1.9256, -2.2448, 0.6313], [2.1104, -1.2880, 0.9199], [3.3768, -0.7923, 0.3943], [3.6310, 3.6503, 3.6535], [3.0473, 4.4911, 4.5879], [0.8666, 3.7745, 3.8715], [3.1160, -1.8008, -1.4747], [2.8345, 2.8695, 2.8276], [3.2742, -0.7837, -1.1144], [4.2004, -0.4151, -1.5623], [-2.6247, -4.3392, 0.7585], [-0.6699, 2.3013, 2.0029], [3.5225, 0.2231, 0.7682], [-1.0338, -4.7255, -1.4439], [1.6630, 4.5498, 4.6961], [-0.1667, 1.7410, -2.2634], [-2.5835, 1.5903, 1.0159], [1.2112, 1.2113, 1.2856], [-1.7046, -3.3478, 0.4030], [-0.4197, -4.8736, -2.3228], [3.2811, 2.2053, 2.1003], [-2.7393, -5.5175, 0.0493], [2.3789, 1.3672, -3.1571], [-3.4014, 0.8971, 0.0808], [1.6121, 2.4646, -1.4671], [-3.2806, 2.5286, 1.9579], [1.2038, 5.2009, 5.4286], [-1.7302, -2.1381, 1.2996], [-3.7890, -0.6085, -1.8980], [-1.9304, -5.7047, -1.0654], [-3.5012, -1.6613, -1.8718], [-3.2540, -4.1477, 1.6173], [3.6677, 5.0983, 5.2345], [-0.3718, 2.5985, -0.8910], [4.7087, 3.5986, 3.5672], [0.3212, -2.4108, -1.3932], [2.0609, -1.2329, 1.9308], [1.9485, 2.6931, -0.4567]],
  "nbo_charge": [0.206, 0.214, 0.411, 0.209, 0.532, 0.506, 2.326, -0.833, 0.225, -0.034, 0.211, -0.870, 0.219, 0.193, 0.247, -0.673, 0.219, -0.858, 0.191, -0.226, -0.508, 0.008, -0.591, 0.235, 0.242, 0.416, -0.864, -0.224, -0.205, -0.209, -0.195, 0.227, -0.220, -0.229, 0.194, -0.148, -0.391, 0.206, -0.262, -0.212, 0.392, 0.373, -0.874, -0.255, 0.213, 0.216, -0.250, 0.193, -0.445, -0.229, -0.668, 0.214, 0.794, -0.672, -0.194, 0.245, 0.231, 0.213, 0.409, 0.210, -0.428, 0.403, 0.220],
  "max_force_ev_per_a": 1.05,
  "multiplicity": 1,
  "homo_energy_ev": -7.26,
  "e_above_lowest_kj_mol": 28.8,
  "energy_ev": -52111.19690
}

{
  "formula": "C23H29N3O2",
  "method": "ωB97M-V with the def2-TZVPD basis set",
  "species": ["C", "H", "H", "C", "H", "H", "C", "C", "H", "C", "H", "H", "H", "O", "H", "N", "C", "C", "C", "H", "H", "H", "H", "H", "C", "H", "C", "H", "H", "C", "H", "C", "O", "C", "C", "C", "H", "H", "H", "C", "C", "C", "C", "C", "H", "H", "H", "H", "H", "H", "C", "N", "H", "N", "C", "C", "H"],
  "positions_angstrom": [[4.6276, -1.8444, -0.8627], [-3.9702, 2.9273, 1.2465], [-0.8608, -3.3783, 1.0757], [-0.2694, 3.6247, 0.4983], [-0.9110, 4.1404, -1.4711], [4.4657, -3.2668, -3.2411], [-1.2197, 3.8044, -0.4896], [-0.7615, -2.3887, 0.6560], [-2.2519, 1.3430, -2.0276], [-4.1333, 2.2006, -1.6428], [1.0504, 3.7804, 2.9297], [-4.5747, 2.1671, -2.6441], [-0.0351, 2.6482, 3.7501], [-4.0703, 0.1437, 0.2345], [-4.8993, 1.9351, -0.9110], [2.5765, -1.0767, 0.2473], [-1.8038, -0.3754, -0.2328], [0.5016, -1.7994, 0.4495], [-1.9794, 2.9392, 2.0129], [5.7142, -1.8040, -0.7666], [4.3779, -1.3331, 1.2234], [5.8932, -2.2327, -3.2973], [3.1261, -1.3654, -2.3290], [0.7445, -4.4900, -0.4562], [-3.5710, 3.6083, -1.3575], [-4.3989, 4.2704, -1.0968], [-0.5911, 0.2295, -0.4475], [4.2602, 0.0605, 0.1078], [-2.2872, 2.5922, 2.9888], [1.8465, -2.1339, 0.6529], [1.0486, 2.0787, 2.4744], [-3.0921, 0.3366, -0.4638], [2.5266, -3.1869, 1.1642], [-2.9322, 3.1291, 1.0292], [-2.5620, 3.5455, -0.2430], [-1.8760, -1.6758, 0.3254], [-3.0925, 4.0013, -2.2575], [2.2913, -5.3435, -0.4415], [-0.4951, 1.2358, -0.8227], [4.8063, -2.2389, -3.3471], [1.4070, -5.1075, 0.1459], [1.8077, -4.3797, 1.4238], [4.0127, -0.9929, 0.2504], [0.4151, 2.9061, 2.7949], [4.5059, -1.8786, -4.3278], [4.5487, -0.3310, -2.3871], [0.7723, 3.8148, 0.2823], [0.9317, -4.1626, 2.0444], [0.8950, -6.0320, 0.3973], [2.5042, -4.9900, 2.0050], [0.5734, -0.4739, -0.1040], [-3.1095, 1.1893, -1.5209], [4.3175, -2.8819, -0.7245], [1.8387, -0.0656, -0.2114], [-0.6341, 3.1672, 1.7581], [4.2149, -1.3617, -2.2510], [-2.8599, -2.0870, 0.4911]],
  "nbo_charge": [-0.399, 0.211, 0.208, -0.214, 0.206, 0.200, -0.220, -0.212, 0.394, -0.223, 0.216, 0.197, 0.213, -0.630, 0.235, -0.155, -0.154, -0.228, -0.210, 0.205, 0.216, 0.199, 0.207, 0.221, -0.434, 0.222, -0.213, 0.228, 0.210, 0.460, 0.225, 0.674, -0.492, -0.158, -0.041, -0.148, 0.202, 0.214, 0.227, -0.599, -0.643, -0.057, -0.214, -0.628, 0.211, 0.198, 0.212, 0.176, 0.220, 0.195, 0.187, -0.612, 0.207, -0.315, -0.022, -0.399, 0.225],
  "max_force_ev_per_a": 1.19,
  "multiplicity": 1,
  "smiles": "CCCCn1nc2cc(C(=O)NCCc3ccc(C)cc3)ccc2c1OCC",
  "homo_energy_ev": -7.64,
  "e_above_lowest_kj_mol": 176.5,
  "energy_ev": -32887.52539
}

{
  "formula": "C23H29N3O2PdS3",
  "method": "ωB97M-V with the def2-TZVPD basis set",
  "species": ["C", "H", "H", "H", "H", "H", "H", "H", "C", "C", "C", "H", "C", "C", "C", "C", "H", "Pd", "C", "C", "H", "H", "C", "H", "H", "C", "H", "C", "H", "S", "C", "C", "C", "C", "H", "N", "N", "H", "H", "H", "H", "S", "C", "H", "N", "C", "O", "H", "S", "H", "C", "H", "H", "O", "H", "H", "H", "H", "C", "C", "C"],
  "positions_angstrom": [[-4.3951, -0.0135, -0.0177], [-2.3966, -2.1550, -1.2788], [1.2867, 2.3290, -1.5760], [-4.5651, -0.2636, -1.0679], [-0.9036, -2.7359, 0.7098], [1.2925, 1.4274, -3.8841], [6.9638, 0.1505, -2.0926], [-4.0058, 2.0446, -0.4625], [-0.7334, 2.0072, -4.2830], [3.5686, 0.1498, -2.0758], [1.6373, -0.2481, 2.3900], [-3.4959, -3.8766, 1.9061], [5.9657, 0.1192, -1.6782], [0.3767, 2.3330, -2.1690], [4.8631, 0.1914, -2.5479], [-2.7641, -2.2369, -0.2538], [-5.0363, -0.6422, 0.6066], [0.1840, 0.4604, -0.1488], [5.8082, -0.0080, -0.3140], [-4.2597, 1.8970, 1.6810], [-0.4638, 5.6653, -0.5301], [2.7207, 0.1640, -2.7471], [-1.8780, 2.6122, -3.7851], [-0.7142, 1.6502, -5.3037], [-2.6544, -2.4683, 2.5470], [3.3990, 0.0496, -0.6979], [-2.7493, 2.7234, -4.4163], [-1.9168, 3.0705, -2.4734], [-3.8067, -2.5576, -0.2856], [-0.8444, 3.4133, 0.0132], [-0.7858, 2.9366, -1.6906], [4.4988, -0.0392, 0.1519], [0.1104, 4.9107, 0.0089], [0.3925, 1.8704, -3.4800], [-4.5619, 2.9285, 1.8545], [0.3234, -0.1724, 1.9726], [3.9718, -0.1796, 1.4359], [-1.5646, -0.1622, 2.8928], [-5.6411, 1.6916, 0.0370], [4.4992, -0.2726, 2.2885], [6.6587, -0.0829, 0.3496], [0.2715, -0.3634, 4.4955], [-0.4908, -0.2135, 2.9908], [-3.1864, 1.8386, 1.8849], [2.2389, -0.0381, 0.0734], [-4.5953, 1.4723, 0.2571], [-1.8792, 0.2496, -0.6925], [-1.7949, -4.0982, 0.0782], [-2.7275, -0.5346, 0.3469], [0.2325, 5.2114, 1.0481], [2.6351, -0.1638, 1.3266], [-1.8837, -4.0494, 2.5898], [-2.8194, 3.5174, -2.0749], [0.1085, 2.4088, 0.7169], [1.0713, 4.7305, -0.4691], [5.0401, 0.2680, -3.6118], [2.7080, -0.4434, 4.3019], [-4.7773, 1.2765, 2.4156], [1.7965, -0.3653, 3.7315], [-2.5180, -3.3998, 1.9887], [-1.9109, -3.1553, 0.6140]],
  "nbo_charge": [-0.581, 0.261, 0.248, 0.252, 0.199, 0.231, 0.243, 0.209, -0.174, -0.241, 0.050, 0.226, -0.177, -0.336, -0.184, -0.586, 0.249, 1.290, -0.202, -0.620, 0.263, 0.218, -0.161, 0.245, 0.188, 0.158, 0.244, -0.223, 0.249, 1.253, -0.178, 0.089, -0.804, -0.165, 0.241, -0.482, -0.482, 0.251, 0.243, 0.442, 0.242, 0.591, -0.130, 0.190, -0.579, -0.414, -1.017, 0.243, 1.198, 0.267, 0.399, 0.238, 0.237, -0.977, 0.252, 0.238, 0.271, 0.219, -0.388, -0.615, -0.411],
  "max_force_ev_per_a": 0.47,
  "s_squared": 2.01,
  "multiplicity": 3,
  "homo_energy_ev": [-13.99, -14.00],
  "e_above_lowest_kj_mol": 0.0,
  "energy_ev": -68857.99913,
  "charge": 2
}